No. 1
ORCA calculation (the ωB97M-V functional and the def2-TZVPD basis) on a 2-piece molecular cluster, C10H17NO4 overall in a non-equilibrium geometry.

* frontier orbital gap: 0.3405 hartree
* relative energy (zero: lowest compared OMol25 entry of this formula, charge and spin): 4.597 eV
* electronic energy: -20320.107 eV
* SMILES: O[C@H]1C=CC=CC1.COC(/C=N\O)OC

The geometry in XYZ format:
```
32
Properties=species:S:1:pos:R:3:nbo_charge:R:1
C -2.29181 2.06517 -1.47613 -0.21
C -1.66821 1.79352 -2.62881 -0.23
C -0.85992 -0.88137 1.24900 -0.02
C -0.31464 2.18340 -0.18316 -0.13
C 0.56801 1.86957 -1.42637 -0.47
C -1.64030 2.09476 -0.17397 -0.25
C -0.18256 1.42508 -2.68656 0.06
C 1.33780 -3.62999 1.82923 -0.25
C 1.75855 -0.09652 2.41993 -0.27
C 0.40874 -1.65283 1.16722 0.31
N -1.63935 -0.55500 0.31180 -0.08
O -1.21663 -0.90094 -0.96198 -0.59
O 0.07444 0.10628 -3.08576 -0.73
O 0.38480 -2.62776 2.13089 -0.52
O 1.59265 -0.81475 1.20869 -0.56
H -3.41229 2.20253 -1.49412 0.22
H -2.11605 1.86832 -3.53291 0.20
H -1.18266 -0.55957 2.28700 0.21
H -1.79152 -0.44659 -1.58422 0.50
H 0.19386 2.46324 0.70670 0.20
H 1.27539 2.68673 -1.63359 0.23
H 1.05816 0.93450 -1.10363 0.23
H -2.25189 2.54321 0.64986 0.22
H 0.44909 2.00040 -3.47027 0.18
H 1.04910 -4.53975 2.34237 0.19
H 2.30844 -3.35775 2.24402 0.18
H 1.42118 -3.84162 0.76917 0.18
H 1.80390 -0.76845 3.41400 0.17
H 0.97322 0.66520 2.52737 0.17
H 2.75756 0.24452 2.37569 0.20
H 0.71483 -2.03903 0.06864 0.18
H 0.43811 -0.43452 -2.26010 0.48
```



No. 2
ORCA calculation (the ωB97M-V functional and the def2-TZVPD basis) on C22H26N4NiO2 as an isolated structure in a non-equilibrium geometry.

* frontier orbital gap (alpha / beta): 0.2772 / 0.2760 hartree
* relative energy (zero: lowest compared OMol25 entry of this formula, charge and spin): 1.755 eV
* electronic energy: -74332.362 eV
* spin multiplicity: 3
* <S²>: 2.004

The geometry in XYZ format:
```
55
Properties=species:S:1:pos:R:3:lowdin_spin:R:1
Ni 0.05035 -0.00100 -0.36777 1.77
O 0.81257 -0.01002 -2.15205 0.07
H 0.28574 0.70456 -2.55991 0.00
C 0.65868 0.95366 3.85801 0.00
C -0.58384 0.45448 3.04672 0.01
O -0.53579 0.35417 1.64915 0.02
H 1.51659 0.29764 3.71057 0.00
H 0.42934 0.91887 4.92304 0.00
H 0.81623 1.89819 3.33730 0.00
H -1.44429 1.07221 3.30386 0.00
H -0.83759 -0.50632 3.49458 0.00
N 2.08446 0.67688 0.25916 0.03
C 3.16964 -0.13499 0.15056 0.00
C 4.48874 0.15622 0.57659 0.00
C 4.74645 1.41869 1.03851 0.00
C 3.73383 2.34049 1.18456 0.00
C 2.44876 1.91795 0.84074 0.00
H 3.10481 -1.12101 -0.28530 0.00
H 5.24441 -0.60867 0.47505 0.00
H 5.77027 1.67991 1.26201 0.00
H 3.83630 3.33033 1.60422 0.00
H 1.55159 2.50741 0.95915 0.00
N 0.82422 -2.09546 0.20141 0.03
C 1.05020 -2.55314 1.45843 0.00
C 1.26606 -3.85569 1.78776 0.00
C 1.23021 -4.84924 0.83057 0.00
C 0.97822 -4.45710 -0.48902 0.00
C 0.78216 -3.11830 -0.75153 0.00
H 0.92960 -1.77435 2.19690 0.00
H 1.44357 -3.99623 2.84376 0.00
H 1.40043 -5.90234 0.99909 0.00
H 1.03893 -5.08300 -1.36706 0.00
H 0.57810 -2.80429 -1.76452 0.00
N -1.93653 -0.93715 -1.10127 0.03
C -2.20155 -0.80888 -2.40153 0.00
C -3.36358 -1.19934 -2.97717 0.00
C -4.27184 -1.91317 -2.15865 0.00
C -4.12401 -1.91189 -0.80851 0.00
C -2.91875 -1.45773 -0.33033 0.00
H -1.47636 -0.33724 -3.04810 0.00
H -3.46974 -1.06437 -4.04344 0.00
H -5.20094 -2.33116 -2.51705 0.00
H -4.81399 -2.31121 -0.07990 0.00
H -2.63544 -1.39791 0.71013 0.00
N -0.88681 2.04533 -1.05705 0.03
C -2.08713 2.47590 -0.72515 0.00
C -2.66311 3.63820 -1.07822 0.00
C -2.01039 4.46722 -1.99055 0.00
C -0.70251 4.06648 -2.35292 0.00
C -0.16205 2.86917 -1.88821 0.00
H -2.65767 1.76655 -0.14403 0.00
H -3.67549 3.86600 -0.77889 0.00
H -2.35155 5.39414 -2.42740 0.00
H -0.10908 4.72416 -2.97073 0.00
H 0.84950 2.54626 -2.08540 0.00
```